Run one
Entry from the OMol25 dataset: one molecule with the formula C3H7NO (ωB97M-V with the def2-TZVPD basis set).

CARTESIAN COORDINATES (ANGSTROEM)
O  -0.808  0.903  1.652
N  0.131  -0.294  -1.780
C  0.375  0.247  -0.463
C  0.666  -0.720  0.683
C  -0.704  0.035  0.577
H  -0.330  0.341  -2.361
H  0.804  1.283  -0.357
H  0.749  -1.807  0.598
H  1.048  -0.672  -2.148
H  -1.504  -0.636  0.435
H  1.318  -0.130  1.468
H  -1.745  1.450  1.695

## Properties
- HOMO (eV) = -8.8
- LUMO (eV) = 0.89
- molecular weight (g mol⁻¹) = 73.1
- HOMO-LUMO gap (eV) = 9.6

Results of the Mulliken charge analysis, in e, for atoms 1 through 4: atom 1 (O): -0.55, atom 2 (N): -0.59, atom 3 (C): 0.02, atom 4 (C): -0.66


Run two
Entry from the OMol25 dataset: one molecule with the formula C3H7NO (ωB97M-V with the def2-TZVPD basis set).

CARTESIAN COORDINATES (ANGSTROEM)
O  0.225  -1.055  -1.372
N  -0.227  1.951  -0.130
C  0.482  -0.405  -0.186
C  -0.629  0.551  0.201
C  0.438  -1.857  -0.139
H  1.456  -0.040  -0.111
H  1.477  -2.322  -0.073
H  -0.927  2.693  0.041
H  -0.800  0.367  1.329
H  -1.546  0.251  -0.400
H  0.544  2.196  0.537
H  -0.495  -2.330  0.303

## Properties
- HOMO (eV) = -9.4
- LUMO (eV) = 1.12
- molecular weight (g mol⁻¹) = 73.1
- HOMO-LUMO gap (eV) = 10.5

Results of the Mulliken charge analysis, in e, for atoms 1 through 4: atom 1 (O): -0.43, atom 2 (N): -0.64, atom 3 (C): 0.07, atom 4 (C): -0.41


Most stable structure - run two; separation to the second - 5.1 kJ/mol.


Run one
Entry from the OMol25 dataset: a 2-piece molecular cluster, C3H7NO overall (ωB97M-V with the def2-TZVPD basis set).

CARTESIAN COORDINATES (ANGSTROEM)
O  0.412  -0.801  2.639
N  -0.651  -0.779  -1.943
C  1.270  -0.196  2.068
C  -0.566  1.167  -0.498
C  -0.953  -0.075  -0.776
H  -1.552  -0.645  -0.076
H  0.195  -0.490  -2.409
H  -0.625  -1.773  -1.812
H  2.236  -0.670  1.832
H  -0.861  1.633  0.426
H  1.116  0.838  1.738
H  -0.020  1.792  -1.192

## Properties
- HOMO (eV) = -8.5
- LUMO (eV) = 0.98
- molecular weight (g mol⁻¹) = 73.1
- HOMO-LUMO gap (eV) = 9.5

Results of the Mulliken charge analysis, in e, for atoms 1 through 4: atom 1 (O): -0.38, atom 2 (N): -0.54, atom 3 (C): -0.10, atom 4 (C): -0.99


Run two
Entry from the OMol25 dataset: one molecule with the formula C3H7NO (ωB97M-V with the def2-TZVPD basis set).

CARTESIAN COORDINATES (ANGSTROEM)
O  1.869  0.446  0.622
N  -0.665  1.117  -0.144
C  -1.288  -0.055  0.466
C  1.216  -0.575  -0.087
C  -0.203  -0.214  -0.525
H  -1.259  1.531  -0.857
H  1.160  -1.469  0.551
H  1.220  1.151  0.758
H  -2.302  -0.326  0.178
H  1.809  -0.833  -0.974
H  -1.060  -0.188  1.522
H  -0.496  -0.584  -1.508

## Properties
- HOMO (eV) = -9.8
- LUMO (eV) = 1.01
- molecular weight (g mol⁻¹) = 73.1
- HOMO-LUMO gap (eV) = 10.9

Results of the Mulliken charge analysis, in e, for atoms 1 through 4: atom 1 (O): -0.53, atom 2 (N): -0.63, atom 3 (C): -0.32, atom 4 (C): -0.54


Run three
Entry from the OMol25 dataset: a 2-piece molecular cluster, C3H7NO overall (ωB97M-V with the def2-TZVPD basis set).

CARTESIAN COORDINATES (ANGSTROEM)
O  -1.375  -0.483  2.234
N  2.608  2.435  -2.085
C  3.271  1.511  -2.642
C  -1.983  -1.607  1.789
C  -2.546  -1.745  0.570
H  3.067  0.448  -2.493
H  -2.423  -0.905  -0.103
H  -1.547  -0.393  3.168
H  1.731  2.054  -1.726
H  -2.193  -2.411  2.485
H  -2.593  -2.755  0.197
H  4.216  1.747  -3.125

## Properties
- HOMO (eV) = -9.2
- LUMO (eV) = 0.76
- molecular weight (g mol⁻¹) = 73.1
- HOMO-LUMO gap (eV) = 10.0

Results of the Mulliken charge analysis, in e, for atoms 1 through 4: atom 1 (O): -0.47, atom 2 (N): -0.47, atom 3 (C): -0.24, atom 4 (C): 0.06


Most stable structure - run two; separation to the second - 17.9 kJ/mol.


Run one
Entry from the OMol25 dataset: one molecule with the formula C3H7NO (ωB97M-V with the def2-TZVPD basis set).

CARTESIAN COORDINATES (ANGSTROEM)
O  1.725  -0.171  -0.100
N  -1.649  -0.141  -0.173
C  0.653  -1.064  -0.009
C  0.870  1.002  -0.089
C  -0.393  -0.058  0.403
H  0.451  -1.565  -0.952
H  0.718  1.583  -1.022
H  1.047  1.588  0.789
H  -0.586  0.216  1.409
H  1.059  -1.828  0.658
H  -2.308  0.427  0.260
H  -1.586  0.011  -1.174

## Properties
- HOMO (eV) = -8.9
- LUMO (eV) = 1.04
- molecular weight (g mol⁻¹) = 73.1
- HOMO-LUMO gap (eV) = 9.9

Results of the Mulliken charge analysis, in e, for atoms 1 through 4: atom 1 (O): -0.37, atom 2 (N): -0.60, atom 3 (C): -0.39, atom 4 (C): -0.46


Run two
Entry from the OMol25 dataset: one molecule with the formula C3H7NO (ωB97M-V with the def2-TZVPD basis set).

CARTESIAN COORDINATES (ANGSTROEM)
O  1.516  0.910  1.030
N  0.644  -0.691  -0.568
C  -1.057  0.625  0.226
C  1.264  0.434  -0.188
C  -0.717  -0.835  -0.059
H  -1.473  1.108  -0.666
H  2.057  0.745  -0.873
H  -0.729  -1.444  0.855
H  -1.304  -1.386  -0.816
H  0.956  -1.142  -1.419
H  -1.772  0.756  1.050
H  0.616  0.921  1.426

## Properties
- HOMO (eV) = -7.0
- LUMO (eV) = 0.50
- molecular weight (g mol⁻¹) = 73.1
- HOMO-LUMO gap (eV) = 7.5

Results of the Mulliken charge analysis, in e, for atoms 1 through 4: atom 1 (O): -0.44, atom 2 (N): -0.03, atom 3 (C): -1.21, atom 4 (C): -0.12


Run three
Entry from the OMol25 dataset: a 2-piece molecular cluster, C3H7NO overall (ωB97M-V with the def2-TZVPD basis set).

CARTESIAN COORDINATES (ANGSTROEM)
O  0.563  0.567  -1.946
N  0.680  0.235  0.407
C  1.597  0.751  1.389
C  -1.797  -0.922  -0.803
C  0.661  0.429  -0.787
H  2.456  0.081  1.464
H  -1.151  -0.660  0.034
H  -1.318  -1.692  -1.415
H  -2.722  -1.295  -0.373
H  -1.998  -0.048  -1.429
H  1.100  0.802  2.358
H  1.930  1.751  1.101

## Properties
- HOMO (eV) = -10.4
- LUMO (eV) = 0.68
- molecular weight (g mol⁻¹) = 73.1
- HOMO-LUMO gap (eV) = 11.1

Results of the Mulliken charge analysis, in e, for atoms 1 through 4: atom 1 (O): -0.46, atom 2 (N): -0.38, atom 3 (C): -0.78, atom 4 (C): -1.12


Run four
Entry from the OMol25 dataset: one molecule with the formula C3H7NO (ωB97M-V with the def2-TZVPD basis set).

CARTESIAN COORDINATES (ANGSTROEM)
O  -0.370  -1.366  -0.970
N  0.259  0.608  -0.069
C  0.548  1.199  -1.362
C  -0.232  -0.659  0.018
C  -0.554  -1.141  1.422
H  -0.343  1.243  -1.996
H  -0.741  -0.329  2.133
H  0.929  2.217  -1.235
H  0.289  -1.739  1.780
H  0.342  1.154  0.773
H  1.302  0.606  -1.888
H  -1.429  -1.792  1.394

## Properties
- HOMO (eV) = -9.7
- LUMO (eV) = 0.90
- molecular weight (g mol⁻¹) = 73.1
- HOMO-LUMO gap (eV) = 10.6

Results of the Mulliken charge analysis, in e, for atoms 1 through 4: atom 1 (O): -0.62, atom 2 (N): -0.18, atom 3 (C): -0.79, atom 4 (C): 0.63


Most stable structure - run four; separation to the second - 91.9 kJ/mol.


Run one
Entry from the OMol25 dataset: a 2-piece molecular cluster, C3H7NO overall (ωB97M-V with the def2-TZVPD basis set).

CARTESIAN COORDINATES (ANGSTROEM)
O  -1.699  0.626  0.507
N  0.622  0.556  0.288
C  0.600  1.678  -0.307
C  -0.742  -0.120  0.689
C  -0.480  -1.394  1.083
H  1.510  2.162  -0.646
H  -0.165  -1.113  -1.754
H  1.498  0.069  0.455
H  0.018  -0.739  -2.373
H  0.532  -1.775  1.152
H  -1.298  -2.049  1.354
H  -0.396  2.099  -0.448

## Properties
- HOMO (alpha / beta) (eV) = -7.7 / -7.7
- LUMO (alpha / beta) (eV) = -0.30 / -0.30
- molecular weight (g mol⁻¹) = 73.1
- HOMO-LUMO gap (alpha / beta) (eV) = 7.4 / 7.4

Results of the Mulliken charge analysis, in e, for atoms 1 through 4: atom 1 (O): -0.67, atom 2 (N): 0.00, atom 3 (C): -0.25, atom 4 (C): 0.62


Run two
Entry from the OMol25 dataset: C3H7NO as an isolated structure (ωB97M-V with the def2-TZVPD basis set).

CARTESIAN COORDINATES (ANGSTROEM)
O  -0.600  -0.210  1.686
N  -1.553  1.153  0.254
C  0.985  -1.284  -0.298
C  -0.498  0.427  0.648
C  0.502  0.070  -0.343
H  0.815  -1.775  0.661
H  0.548  0.558  -1.313
H  -1.604  1.361  -0.751
H  0.553  -1.949  -1.052
H  -2.169  1.881  0.575
H  0.960  1.163  0.397
H  2.061  -1.396  -0.462

## Properties
- HOMO (eV) = -9.5
- LUMO (eV) = 0.76
- molecular weight (g mol⁻¹) = 73.1
- HOMO-LUMO gap (eV) = 10.2

Results of the Mulliken charge analysis, in e, for atoms 1 through 4: atom 1 (O): -0.62, atom 2 (N): -0.40, atom 3 (C): -1.12, atom 4 (C): 0.44


Most stable structure - run two; separation to the second - 75.8 kJ/mol.